Record 1
DFT (ωB97M-V/def2-TZVPD) results for 4 unconnected molecules or ions with the total composition C3H14O3 at a distorted geometry.

The geometry in XYZ format:
```
20
Properties=species:S:1:pos:R:3:forces:R:3
C -1.3603 2.9551 -0.1799 0.875 -0.616 -0.103
C -0.0310 2.9241 0.6087 0.058 0.337 -0.022
C 0.4518 1.4997 0.7705 0.314 -0.697 -0.151
H -2.1057 2.3735 0.3633 -0.244 0.303 0.069
H -1.7008 3.9595 -0.4196 -0.122 -0.023 0.230
H -1.2125 2.4209 -1.1309 -0.015 0.210 0.061
H 0.7492 3.4823 0.0882 -0.175 0.275 0.022
H -0.1789 3.3676 1.5990 0.085 0.118 -0.185
H 1.4573 1.2898 1.1545 -0.111 0.831 0.462
H 0.5772 1.0737 -0.2394 -0.776 -0.356 0.202
H -0.2492 0.9869 1.4447 0.111 -0.425 -0.617
H 1.0504 -3.1068 -0.0291 -0.166 -0.357 0.689
H 1.0898 -3.1561 -1.6501 0.242 -0.352 0.450
O 0.7222 -2.7009 -0.8701 -0.227 0.658 -1.154
H -0.3091 -1.7550 -2.0488 0.563 0.293 0.584
H -1.7606 -1.4766 -2.5275 0.056 -0.335 -0.124
O -0.9653 -2.0375 -2.7077 -0.452 0.073 0.091
H 0.9635 -4.7235 1.6384 0.092 -0.108 0.330
H 1.6926 -3.6009 2.4479 -0.132 -0.148 -0.230
O 1.1194 -3.7758 1.6877 0.023 0.317 -0.606
```
Positions in Å, forces in eV/Å.

The value obtained for the HOMO energy (alpha / beta) is -13.936 / -13.925 eV. Its orbital gap (alpha / beta) is 10.084 / 2.735 eV. The multiplicity is 2. Its expectation value of S² is 0.757. Its net charge is +1.

---

Record 2
DFT (ωB97M-V/def2-TZVPD) results for 2 unconnected molecules or ions with the total composition H4N2O3P at a distorted geometry.

The geometry in XYZ format:
```
10
Properties=species:S:1:pos:R:3:forces:R:3
N -1.6438 0.5197 -0.4340 0.598 -0.096 3.031
N 0.8458 -1.4566 0.0108 0.817 4.071 -0.579
O 0.3932 1.3967 -1.8994 -0.347 -0.882 0.643
O 0.4416 1.4378 0.7261 0.495 0.167 0.459
O 0.8022 -1.3150 1.4668 -0.006 0.070 0.486
P 0.0035 0.8622 -0.5611 0.637 -0.967 0.524
H -1.7415 -0.1676 0.3739 0.227 1.296 -1.202
H -1.8121 -0.0001 -1.2213 -1.079 -1.597 -2.559
H 1.7347 -0.8937 -0.2143 -1.014 -1.456 0.170
H 0.9765 -0.3833 1.7526 -0.327 -0.606 -0.974
```
Positions in Å, forces in eV/Å.

The value obtained for the HOMO energy (alpha / beta) is -3.513 / -3.514 eV. Its orbital gap (alpha / beta) is 7.772 / 7.773 eV. Its net charge is -1.

---

Record 3
DFT (ωB97M-V/def2-TZVPD) results for a molecular structure, C38H34BrIN5O4RuS3.

The geometry in XYZ format:
```
87
Properties=species:S:1:pos:R:3:forces:R:3
Ru -0.2386 -0.1448 0.6416 -0.050 0.389 0.093
C 3.0561 0.5913 1.0207 0.075 0.079 0.037
N 2.1794 -0.5181 1.4080 -0.069 0.104 -0.025
C 2.8462 -1.7786 1.0595 0.029 0.054 -0.099
C 1.9647 -0.4688 2.8611 0.046 -0.060 0.031
C 0.9884 0.6021 3.2192 -0.092 0.021 -0.016
C 1.1839 1.4137 4.3272 -0.054 -0.026 0.071
C 0.2032 2.3096 4.7295 -0.012 0.006 0.024
C -0.9973 2.3778 4.0388 0.033 -0.003 0.023
C -1.1963 1.6000 2.9071 0.064 -0.067 0.055
C -0.1857 0.7469 2.4668 0.087 0.080 -0.051
H 3.9811 0.5615 1.6096 -0.007 0.009 0.007
H 2.5611 1.5453 1.1866 -0.015 0.045 -0.006
H 3.3103 0.4934 -0.0262 0.042 0.059 -0.098
H 3.8030 -1.8550 1.5888 0.015 0.006 -0.004
H 3.0483 -1.7985 -0.0116 -0.025 0.003 -0.010
H 2.2232 -2.6217 1.3413 -0.015 -0.004 0.019
H 2.9184 -0.3299 3.3834 0.022 0.033 -0.037
H 1.5499 -1.4272 3.1676 0.044 -0.012 0.049
H 2.1053 1.3283 4.8910 -0.005 0.000 -0.008
H 0.3681 2.9355 5.5969 -0.001 -0.004 -0.014
H -1.7820 3.0456 4.3693 -0.001 -0.009 0.006
H -2.1356 1.6553 2.3863 -0.006 0.052 -0.027
Br -4.3704 -2.5098 2.9002 0.049 0.039 -0.020
C -2.9824 -3.7944 3.0084 -0.008 0.014 -0.064
C -3.3090 -4.9780 3.6520 0.002 -0.077 0.033
C -2.3642 -5.9818 3.7939 -0.029 0.001 0.019
C -1.0812 -5.8079 3.2991 0.032 0.021 -0.028
C -0.7546 -4.6209 2.6713 -0.032 0.004 0.031
C -1.6922 -3.5976 2.5092 0.079 -0.007 -0.041
C -1.2234 -2.3704 1.8107 -0.115 -0.175 0.164
O 0.0187 -2.1370 1.7227 0.060 0.195 -0.175
O -2.0034 -1.5448 1.2890 -0.076 0.159 -0.115
H -4.3075 -5.1116 4.0433 -0.001 0.018 -0.005
H -2.6339 -6.9003 4.2992 -0.014 0.022 -0.019
H -0.3422 -6.5901 3.4070 0.003 0.020 -0.001
H 0.2436 -4.4586 2.2908 0.030 -0.007 0.002
I -5.4184 3.7642 -0.7809 0.075 -0.056 0.019
C -4.2724 2.1216 -0.3006 -0.100 0.081 -0.026
C -4.6588 0.8004 -0.3168 0.024 -0.026 0.018
N -3.5781 0.0782 0.0206 -0.098 0.116 0.025
N -2.5109 0.8573 0.2704 -0.112 -0.093 -0.138
C -2.9237 2.1018 0.0704 0.125 0.076 0.014
H -5.6105 0.3455 -0.5365 0.037 -0.020 0.015
H -3.5198 -0.8987 0.2711 0.032 -0.033 0.017
H -2.2463 2.9341 0.1888 0.033 -0.037 -0.017
O 0.0867 1.4041 -0.5569 0.177 -0.491 0.467
C 0.7719 2.3727 -1.3326 0.028 0.225 -0.371
C 0.0021 2.6236 -2.6344 -0.054 -0.015 0.132
C 0.5173 3.0942 -3.8038 0.032 -0.040 -0.142
C -0.4713 3.2977 -4.8097 0.102 0.003 -0.025
C -1.7167 2.9696 -4.3841 -0.019 0.030 0.072
S -1.7019 2.4430 -2.7547 -0.108 0.143 -0.027
C 0.8592 3.6700 -0.5332 -0.117 -0.114 0.061
C 0.7806 3.7976 0.8206 0.064 0.038 0.031
C 0.9104 5.1454 1.2640 -0.024 -0.116 0.044
C 1.0799 6.0102 0.2316 0.018 0.017 -0.087
S 1.0704 5.2077 -1.2800 -0.073 -0.035 -0.053
C 2.1563 1.9169 -1.7707 -0.089 -0.238 0.233
C 3.3385 2.5859 -1.7417 0.106 0.029 0.045
C 4.4167 1.8397 -2.3062 -0.016 0.026 0.054
C 4.0262 0.6181 -2.7522 -0.082 -0.013 -0.010
S 2.3452 0.3712 -2.5148 -0.040 -0.026 0.011
H 1.5735 3.2754 -3.9538 -0.042 0.005 0.004
H -0.2535 3.6585 -5.8050 -0.002 -0.014 0.031
H -2.6465 3.0087 -4.9296 0.028 0.002 0.006
H 0.6221 2.9585 1.4782 0.006 -0.040 0.067
H 0.8706 5.4468 2.3014 0.000 -0.004 -0.029
H 1.1969 7.0819 0.2687 0.004 -0.026 0.006
H 3.4516 3.5783 -1.3281 -0.033 -0.026 0.002
H 5.4315 2.2052 -2.3710 -0.017 -0.013 -0.003
H 4.6218 -0.1471 -3.2250 0.014 0.031 0.022
N 0.1638 -4.7007 -5.0288 0.011 0.024 -0.020
C -0.3734 -3.4634 -4.9233 -0.002 -0.040 0.039
O -0.8764 -2.8748 -5.8539 0.012 0.000 -0.022
C -0.3213 -2.8028 -3.5591 0.019 -0.012 -0.014
C 0.3628 -3.2985 -2.4573 -0.003 -0.038 -0.028
C 0.3456 -2.5822 -1.2768 -0.060 0.004 0.033
N -0.2966 -1.4167 -1.1572 -0.051 -0.150 -0.373
C -0.9647 -0.9355 -2.2200 0.144 -0.097 0.109
C -1.0003 -1.6010 -3.4253 -0.024 -0.010 -0.073
H 0.1139 -5.1535 -5.9262 -0.009 0.003 -0.001
H 0.5048 -5.2272 -4.2478 -0.018 0.007 0.015
H 0.9222 -4.2232 -2.4853 0.006 0.008 -0.001
H 0.8493 -2.9442 -0.3930 0.021 0.011 0.007
H -1.4518 0.0199 -2.0940 -0.020 -0.061 0.035
H -1.5314 -1.1947 -4.2752 0.004 0.020 0.025
```
Positions in Å, forces in eV/Å.

The value obtained for the HOMO energy (alpha / beta) is -10.771 / -10.776 eV. Its orbital gap (alpha / beta) is 7.557 / 5.972 eV. The multiplicity is 5. Its expectation value of S² is 6.042. Its net charge is +1.

---

Record 4
DFT (ωB97M-V/def2-TZVPD) results for a single C3H5NO2 molecule.

The geometry in XYZ format:
```
11
Properties=species:S:1:pos:R:3:forces:R:3
C -1.7239 0.0574 -0.0921 -0.071 -0.039 0.051
C -0.2398 0.2691 -0.0576 -0.084 0.395 -0.144
O 0.2384 1.3551 -0.3763 -0.470 0.113 0.052
N 0.6705 -0.6822 0.2675 0.014 0.277 -0.208
C 1.9711 0.0003 0.0851 0.527 -0.480 -0.113
O 2.6677 -0.1390 -0.8736 -0.329 -0.347 0.647
H -2.0091 -0.0583 -1.1428 0.007 -0.047 0.160
H -2.1668 0.9898 0.2648 -0.050 -0.200 -0.025
H -2.1001 -0.7894 0.4839 0.149 0.032 -0.045
H 0.4811 -1.6514 0.5010 0.275 0.378 -0.242
H 2.2108 0.6486 0.9399 0.032 -0.083 -0.132
```
Positions in Å, forces in eV/Å.

The value obtained for the HOMO energy is -10.142 eV. As for the structure (SMILES): CC(=O)NC=O. Its orbital gap is 10.918 eV. Its net charge is 0.

---

Record 5
DFT (ωB97M-V/def2-TZVPD) results for a molecular structure, C23H16MoN3O6S.

The geometry in XYZ format:
```
50
Properties=species:S:1:pos:R:3:forces:R:3
Mo -1.5726 -0.7930 1.3405 -0.058 -0.131 0.077
C 2.0629 -1.9404 3.5912 -0.034 0.055 0.021
C 2.1248 -0.9838 4.5964 -0.084 0.032 -0.052
C 1.1862 0.0261 4.6202 -0.034 0.102 0.040
C 0.1794 0.0844 3.6473 0.356 -0.071 0.287
N 0.1126 -0.8745 2.7069 0.336 -0.229 0.281
C 1.0367 -1.8383 2.6757 -0.069 -0.119 -0.165
C -0.8063 1.1698 3.5359 0.070 -0.045 0.025
C -0.8406 2.2495 4.4254 -0.161 0.062 -0.149
C -1.7323 3.2861 4.1989 0.081 -0.096 0.026
C -2.5718 3.2394 3.0880 0.044 0.105 0.145
C -2.5308 2.1547 2.2312 0.023 -0.361 -0.206
C -1.6613 1.0714 2.4300 -0.063 0.490 -0.095
H 2.7823 -2.7435 3.5183 -0.012 -0.002 -0.012
H 2.9047 -1.0219 5.3474 -0.008 0.011 0.001
H 1.2351 0.7890 5.3846 -0.013 -0.011 -0.031
H 0.9235 -2.5450 1.8633 -0.011 0.007 0.006
H -0.1856 2.3058 5.2866 0.032 -0.049 -0.007
H -1.7681 4.1294 4.8789 -0.002 -0.008 -0.008
H -3.2602 4.0580 2.9058 -0.006 -0.011 -0.019
H -3.1966 2.1288 1.3735 0.003 0.013 0.020
O -2.3200 0.1586 -0.3228 -0.311 -0.542 -0.151
N -2.1646 -0.4317 -1.5337 0.095 -0.322 -0.401
C -2.1799 0.4349 -2.5660 0.022 0.120 -0.180
C -2.0729 0.0342 -3.8714 -0.002 -0.144 0.195
C -1.9430 -1.3418 -4.1262 0.019 0.084 0.337
C -1.9187 -2.2139 -3.0689 0.022 0.198 -0.010
C -2.0113 -1.7875 -1.7167 -0.119 -0.134 0.454
S -1.9333 -2.9053 -0.4100 0.164 0.873 -0.379
H -2.2758 1.4608 -2.2380 0.005 -0.020 -0.094
H -2.0769 0.7640 -4.6670 -0.003 0.047 0.046
H -1.8380 -1.7045 -5.1393 -0.009 -0.048 -0.027
H -1.7875 -3.2756 -3.2146 -0.010 -0.018 -0.032
O -2.6274 -1.6266 2.3247 -0.353 -0.014 0.072
O 1.0845 1.2562 0.4969 0.096 0.111 0.045
C 0.9269 0.2888 -0.2369 -0.050 -0.334 -0.400
O 0.1919 -0.7366 -0.0469 0.089 0.251 0.120
C 1.6579 0.2474 -1.5858 0.045 0.122 0.104
C 2.4658 1.3178 -1.9546 -0.070 -0.108 -0.132
C 3.1151 1.3259 -3.1856 -0.007 0.040 0.038
C 2.9688 0.2634 -4.0614 -0.070 -0.082 0.149
C 2.1674 -0.8007 -3.6648 0.039 -0.075 -0.155
C 1.5032 -0.8341 -2.4516 0.118 0.136 0.102
N 2.0313 -1.9483 -4.5909 -0.018 0.045 -0.064
O 2.5955 -1.8712 -5.6746 -0.171 -0.079 0.271
O 1.3680 -2.9023 -4.2316 0.161 0.215 -0.097
H 2.5589 2.1438 -1.2602 -0.005 -0.045 0.009
H 3.7398 2.1653 -3.4664 -0.021 -0.014 0.010
H 3.4637 0.2422 -5.0208 -0.030 -0.028 0.009
H 0.8886 -1.6753 -2.1609 -0.015 0.025 -0.023
```
Positions in Å, forces in eV/Å.

The value obtained for the HOMO energy is -3.426 eV. Its orbital gap is 5.390 eV. Its net charge is -1.